(1)
A molecular structure, C30H34InNO3, computed with ωB97M-V/def2-TZVPD.

The HOMO energy (alpha / beta) comes out at -0.21 / 0.99 eV. The total charge is -2. Its frontier orbital gap (alpha / beta) is 4.7 / 3.6 eV.

Last column: natural (NBO) charge in e.
Cartesian coordinates (Å):
H -2.507 2.266 -4.531  0.214
H -1.747 0.966 4.399  0.233
H 0.881 1.521 -5.487  0.172
H 3.411 1.894 1.724  0.209
C -2.236 -1.913 -2.956  -0.350
H 0.336 -3.799 1.670  0.233
C -3.102 1.687 -1.226  -0.328
C 1.595 -2.141 2.151  -0.085
C 1.432 1.968 -3.219  -0.005
C -1.068 1.756 4.737  -0.632
H 4.181 -4.767 3.408  0.194
C 0.657 -1.158 1.504  0.752
H -3.960 1.711 -1.900  0.184
H 4.061 -0.115 2.887  0.383
C 2.192 0.722 3.060  0.161
C 3.742 -2.672 3.146  -0.274
C -1.042 2.089 -0.254  -0.545
H -1.666 3.106 -2.183  0.190
H -0.785 -0.211 -7.131  0.170
C -0.691 -0.369 -6.011  -0.655
H 1.858 3.857 1.773  0.209
H -1.918 -2.513 0.329  0.213
O 1.854 1.434 -2.012  -0.887
C -2.813 -2.013 -1.654  -0.310
C 2.788 -1.707 2.774  0.186
C -1.830 1.252 0.633  -0.300
H -2.794 -1.754 -3.882  0.179
C -1.020 0.866 -5.258  0.028
C 0.482 2.896 3.146  -0.220
H 0.360 -0.680 -5.822  0.217
H -3.848 0.358 0.411  0.187
C 2.204 -4.445 2.571  -0.268
H 0.943 2.953 -3.031  0.121
H 1.738 -0.964 5.154  0.210
N 3.072 -0.356 2.926  -0.609
O -0.538 -1.121 1.855  -0.669
H 2.290 2.011 -3.937  0.117
C 1.639 2.966 2.368  -0.205
H -1.594 2.708 4.631  0.208
C -3.049 0.979 0.006  -0.314
H -3.877 -1.886 -1.430  0.186
C -1.898 2.394 -1.389  -0.315
C -2.420 1.250 -4.969  -0.658
H -0.335 2.676 -4.610  0.180
H -1.514 0.916 1.617  0.222
C -1.798 -2.299 -0.734  -0.314
H -2.832 0.462 -4.323  0.245
H 0.272 -1.275 4.213  0.256
O 1.248 -0.381 0.634  -0.853
H -0.231 3.726 3.147  0.201
H 0.194 -0.252 5.635  0.201
C 3.450 -4.030 3.064  -0.221
H -0.882 1.603 5.803  0.193
C 1.277 -3.496 2.127  -0.186
C -0.846 -2.120 -2.844  -0.325
C 2.511 1.883 2.346  -0.219
C 1.076 0.684 3.929  0.029
C 0.080 1.654 -4.738  -0.506
C -0.538 -2.305 -1.440  -0.479
H 0.396 -2.718 -1.053  0.211
H 1.977 -5.512 2.505  0.197
C 0.202 1.775 3.931  -0.023
H -0.125 -2.199 -3.663  0.196
H -2.984 1.263 -5.954  0.169
In 0.205 0.156 -1.189  1.331
H -0.209 2.722 0.068  0.225
H 4.715 -2.330 3.505  0.190
C 0.819 -0.513 4.778  -0.667
H -1.443 -1.119 -5.735  0.217

---

(2)
A molecular structure, C30H34MnNO8S, computed with ωB97M-V/def2-TZVPD.

Its multiplicity is 4. The HOMO energy (alpha / beta) comes out at -2.73 / -3.15 eV. The total charge is -1. Its frontier orbital gap (alpha / beta) is 5.0 / 5.4 eV.

Last column: Mulliken spin population.
Cartesian coordinates (Å):
C -0.332 2.376 6.751  0.000
O 1.796 -0.298 -5.799  0.000
H -1.133 5.678 6.409  0.000
H 3.375 -1.503 -6.449  0.000
H -3.243 0.566 -1.035  0.000
H 2.651 -0.638 4.470  -0.007
O -0.454 -2.055 -6.470  0.000
C -0.529 -1.954 -3.392  -0.002
H -0.498 4.014 8.140  0.000
H -0.437 1.255 -4.419  -0.001
O 2.293 -1.740 -4.144  0.000
S -0.789 2.182 2.849  0.025
H -1.759 -2.388 0.246  -0.025
H -2.882 2.280 -1.419  0.000
C -0.798 2.929 4.445  -0.001
H -2.630 1.636 0.242  0.001
H -1.990 -1.625 -1.764  -0.001
H 2.383 1.524 2.861  0.004
H -2.266 0.473 -3.104  0.001
N -0.186 0.736 3.467  -0.007
C 3.156 -0.450 -6.228  0.000
C -0.263 -2.689 1.913  -0.047
C -0.196 0.523 -3.643  -0.002
C -0.430 -2.406 3.350  -0.005
C 0.026 -0.865 -4.341  -0.001
O 0.197 2.804 1.998  0.000
C 2.423 -1.820 2.568  -0.150
C -2.139 -1.358 2.171  -0.081
O 0.273 -0.321 5.469  0.009
Mn 0.589 -0.837 2.470  2.723
C -1.565 -1.528 3.456  0.099
H 2.571 -2.840 2.915  -0.001
O -1.064 0.070 -6.258  0.000
H -1.335 -2.528 -3.864  0.000
H -1.328 4.966 3.995  0.000
H -0.329 -4.038 -6.717  0.000
H 1.216 -3.294 -6.211  0.000
H 0.770 1.981 -0.809  0.001
C -1.408 -2.117 1.243  0.223
H -0.041 1.614 7.465  -0.001
H 0.911 -0.598 -1.534  0.007
C -1.164 1.038 -1.247  0.009
C 1.491 -1.030 -4.708  0.001
C -0.443 2.004 5.415  -0.015
C -0.045 -0.962 -1.122  0.025
C 2.177 0.044 1.207  0.004
H -0.636 2.960 -0.475  -0.001
H 3.244 0.151 -7.133  0.000
H 0.402 -3.466 1.526  0.006
C -1.299 0.286 -2.619  0.000
C -0.221 2.245 -1.192  -0.001
H 3.856 -0.094 -5.461  0.000
C -0.586 3.698 7.102  0.000
C 0.133 -3.310 -6.048  0.000
H -3.043 -0.786 1.949  0.009
O -2.140 1.992 2.374  0.000
C -0.944 4.642 6.123  0.001
C 2.249 -1.380 1.210  0.051
H -0.085 -3.592 -5.011  0.000
C 2.470 -0.655 3.399  0.188
H 0.197 -1.829 -0.496  -0.010
O -0.654 0.071 -0.326  0.012
C -0.090 0.697 4.858  0.009
C -0.553 -0.917 -5.753  0.000
H 0.266 -2.643 -3.083  0.001
H 0.738 0.800 -3.135  0.001
H 2.296 -2.007 0.322  0.002
C 2.294 0.490 2.553  -0.040
H -0.084 2.739 -2.159  0.000
H 2.193 0.687 0.331  -0.006
C -1.056 4.260 4.777  -0.001
H 0.098 -2.895 4.175  -0.010
C -1.089 -1.182 -2.215  -0.008
H -2.008 -1.182 4.392  0.013
C -2.572 1.408 -0.827  -0.003

---

(3)
A single C30H34N2O3S molecule, computed with ωB97M-V/def2-TZVPD.

The relative energy (zero: lowest compared OMol25 entry of this formula, charge and spin) comes out at 0.0 kcal per mole. The HOMO energy comes out at -8.26 eV. Its SMILES is Cc1ccc(S[C@@H](CCN2CC[C@H](NC(=O)OCc3ccccc3)CCC2=O)c2ccccc2)cc1. The total charge is 0. Its frontier orbital gap is 8.8 eV.

Last column: natural (NBO) charge in e.
Cartesian coordinates (Å):
H 5.110 1.901 3.607  0.211
H -1.825 -0.620 0.024  0.229
H -0.444 4.826 -0.541  0.219
H -1.241 0.102 -2.421  0.238
H 0.683 3.107 -1.930  0.203
C 4.545 -0.214 1.038  -0.240
C -2.307 -1.344 2.467  -0.237
H 4.865 -2.363 3.624  0.215
C 3.293 -1.353 -2.477  -0.642
H -4.048 0.525 0.305  0.231
C -1.264 1.156 -2.147  -0.231
N -2.623 1.478 -1.772  -0.452
H -1.292 3.570 0.366  0.205
C -3.894 -0.244 -0.455  -0.418
S -2.511 -2.531 -1.227  0.215
C 1.455 -1.848 -0.844  -0.157
C 0.138 -2.135 -0.542  -0.248
H 1.285 -1.949 -4.209  0.211
H -4.571 0.919 -2.110  0.234
H -5.111 -3.938 2.905  0.214
H -0.177 -2.219 0.488  0.224
H -1.515 -0.617 2.347  0.206
C 1.885 -1.751 -2.164  -0.020
H -3.357 -0.308 -2.547  0.209
C -3.583 -2.799 3.882  -0.218
H -0.681 1.126 -0.064  0.198
H 4.966 2.170 -0.073  0.217
H 1.067 3.363 0.935  0.407
N 1.294 2.977 0.033  -0.631
C -0.246 1.397 -1.028  -0.425
C 4.827 -1.425 3.088  -0.210
H 0.622 0.761 -1.204  0.245
C -4.060 -2.683 1.535  -0.226
C -0.877 3.825 -0.612  -0.402
C 4.735 0.986 1.710  0.028
C 4.966 0.970 3.079  -0.227
H -4.625 -3.014 0.675  0.213
H 4.447 -2.346 1.195  0.213
C -3.050 -1.744 1.363  0.061
C 4.636 2.290 0.964  -0.112
C -3.638 0.439 -1.801  -0.221
C 5.015 -0.232 3.765  -0.207
O 2.938 1.910 -1.118  -0.673
C -0.357 -2.268 -2.889  -0.230
H -0.964 1.729 -3.033  0.195
C -3.029 2.738 -1.485  0.684
C 0.242 2.846 -0.959  -0.025
C -0.782 -2.307 -1.568  -0.179
C 4.591 -1.415 1.724  -0.204
O 3.283 2.762 0.960  -0.523
H -1.987 -1.550 4.569  0.213
H 3.999 -1.898 -1.853  0.213
H -1.591 3.832 -2.654  0.215
C -2.767 -1.167 0.008  -0.357
C -2.006 3.852 -1.644  -0.497
H 4.358 -0.196 -0.025  0.226
C -4.325 -3.207 2.786  -0.202
H 5.218 3.072 1.457  0.195
H 5.199 -0.237 4.829  0.214
H 3.414 -0.286 -2.281  0.247
H -3.789 -3.210 4.859  0.213
C 2.539 2.485 -0.134  0.898
H -4.815 -0.822 -0.538  0.213
H 2.159 -1.688 -0.040  0.206
H -2.567 4.781 -1.526  0.245
H -1.070 -2.438 -3.681  0.223
C -2.573 -1.868 3.720  -0.205
H 3.530 -1.539 -3.521  0.215
C 0.967 -1.995 -3.178  -0.205
O -4.171 2.980 -1.139  -0.634

---

In the order shown, the computed largest force on an atom values come out to 0.0477 0.0583 0.0099 hartree/bohr.